1.
Entry from the OMol25 dataset: a single C4H6IN molecule (wB97M-V/def2-TZVPD).

Structure (XYZ):
```
12
Properties=species:S:1:pos:R:3:forces:R:3
C 0.9898 -0.4951 -0.8167 0.468 -3.445 -0.524
C 1.1511 0.7498 -0.1842 -3.740 3.201 2.057
C -1.1330 -0.7834 0.1468 3.396 -1.432 1.614
C -0.8874 0.4512 0.8930 2.309 2.181 -1.480
N 0.0370 -1.3350 -0.6372 -0.764 1.262 -0.373
I -0.9325 0.4934 2.9986 0.051 -0.100 -0.504
H 1.8252 -1.0025 -1.3757 -0.475 0.919 0.418
H 1.9987 0.9991 0.4552 -0.100 -0.284 -0.276
H 0.5774 1.6660 -0.5532 1.376 -1.338 -0.016
H -1.4088 -1.5726 0.7967 0.059 -0.977 1.081
H -1.9266 -0.8232 -0.4723 -2.663 0.818 -2.592
H -1.2862 1.3963 0.4691 0.084 -0.806 0.595
```
Forces are in eV/Å.

Properties
Orbital gap in eV: 8.40
Highest occupied orbital energy in eV: -8.47
M in Da: 195.003
E_tot in eV: -13832.157
Energy relative to the best compared isomer or geometry (same formula, charge and spin) in eV: 3.001

Computed Löwdin charges, given in elementary charges: -0.297, 0.007, -0.340, -0.646, 0.045, 0.768, 0.122, 0.071, 0.088, 0.075, 0.073, 0.034


2.
Entry from the OMol25 dataset: 2 unconnected molecules or ions with the total composition C4H5BrClFN3O2 (wB97M-V/def2-TZVPD).

Structure (XYZ):
```
17
Properties=species:S:1:pos:R:3:forces:R:3
C 1.6369 0.8288 -0.5002 -2.668 -1.136 -1.423
C -0.1569 2.2140 -0.7239 0.614 0.425 1.269
C -0.1066 -0.1604 -1.7285 0.211 0.582 1.485
C -0.7850 -0.9112 2.0178 -0.038 0.123 0.437
N 2.7235 0.9406 -0.2013 1.797 0.041 0.748
N -0.3886 -1.6693 1.0178 -1.311 2.008 0.774
N 0.3180 0.8338 -0.9776 2.308 0.981 0.147
O 0.5321 -2.5717 1.3150 2.335 3.219 3.571
O -0.7280 -1.5658 -0.1944 -0.724 -0.209 -0.225
F -1.5781 0.1678 1.7938 1.331 -1.990 -0.045
Cl -1.5356 -0.2796 -2.4732 -1.248 0.719 -0.703
Br -0.2609 -1.2970 3.8018 -0.544 0.565 -1.231
H -0.6188 2.2787 0.2914 0.160 0.076 -1.137
H 0.7070 2.9013 -0.8317 -0.050 -0.741 0.789
H -0.6691 2.5826 -1.5439 -2.218 0.182 -1.313
H 0.3868 -3.3161 0.8478 -1.216 -4.172 -2.952
H 0.5232 -0.9766 -1.9108 1.260 -0.675 -0.191
```
Forces are in eV/Å.

Properties
Orbital gap in eV: 8.32
Charge: +1
Highest occupied orbital energy in eV: -13.40
M in Da: 261.458
E_tot in eV: -98062.862
Energy relative to the best compared isomer or geometry (same formula, charge and spin) in eV: 2.614

Computed Löwdin charges, given in elementary charges: -0.217, 0.030, -0.539, -0.607, 0.246, -0.304, -0.090, 0.112, -0.105, 0.062, 0.972, 0.920, 0.129, 0.126, 0.074, 0.088, 0.104